1.
C5H6OS3 | ωB97M-V with the def2-TZVPD basis set

ORCA input file:
```
! RIJCOSX wB97M-V def2-TZVPD def2/J DEFGRID3
* xyz 0 1
S 0.891 -1.949 2.238
S -0.133 -1.881 -0.758
S -2.606 -1.049 0.478
O 0.663 -1.415 -1.922
C -0.017 1.178 0.259
C -0.897 0.680 -0.939
C -1.334 -0.599 -0.410
C 1.180 0.222 0.564
C 0.826 -1.164 0.848
H 0.514 2.235 0.093
H 1.747 0.725 1.448
H -0.288 0.365 -1.735
H -1.748 1.409 -0.957
H 1.899 0.194 -0.298
H -0.696 1.050 1.092
*
```

## Properties
ΔE to the lowest compared entry with this formula, charge and spin = 20.2 kcal/mol
LUMO level = -1.446 eV
total energy = -1463.816531 hartree
frontier orbital gap = 7.3 eV

***

2.
C5H8O | ωB97M-V with the def2-TZVPD basis set

ORCA input file:
```
! RIJCOSX wB97M-V def2-TZVPD def2/J DEFGRID3
* xyz 0 1
O -2.250 -0.089 0.762
C -0.317 -1.202 0.352
C -0.689 0.958 -0.503
C 1.668 0.181 -0.279
C 0.307 0.218 0.431
C -1.386 -0.340 -0.246
H 2.127 1.173 -0.397
H -0.221 1.227 -1.449
H -1.271 1.777 -0.091
H 0.317 -1.883 -0.215
H -0.687 -1.657 1.265
H 2.404 -0.480 0.198
H 1.513 -0.209 -1.293
H -1.515 0.327 1.465
*
```

## Properties
ΔE to the lowest compared entry with this formula, charge and spin = 120.8 kcal/mol
LUMO level (spin up / spin down) = -0.036 / -0.035 eV
total energy = -270.365369 hartree
frontier orbital gap (spin up / spin down) = 8.2 / 8.2 eV

***

3.
C18H34As3FN2O2Pd | ωB97M-V with the def2-TZVPD basis set

ORCA input file:
```
! RIJCOSX wB97M-V def2-TZVPD def2/J DEFGRID3
* xyz -2 1
Pd 0.278 -1.693 1.416
As 0.062 -0.297 3.294
As 2.018 -0.107 0.397
As 5.097 -1.347 3.578
F -0.409 -7.212 -1.665
O 0.187 2.650 1.175
O 0.599 4.072 -0.533
N -1.131 2.624 -0.689
N -1.606 1.319 -0.400
C 2.483 1.030 -1.153
C 2.875 0.844 3.176
C 3.447 -1.424 0.053
C 3.728 1.912 3.874
C 3.276 -0.579 3.606
C 6.187 -0.292 2.325
C -0.023 3.157 0.048
C 1.423 1.100 3.639
C -1.299 -5.089 -1.048
C -1.451 0.930 3.522
C 0.996 -4.530 0.371
C -0.003 -3.532 0.387
C -0.273 -6.007 -1.001
C 0.006 -1.074 5.116
C 5.833 -0.532 5.219
C 3.001 1.068 1.659
C -1.145 -3.882 -0.361
C 0.884 -5.749 -0.301
H 6.850 -0.902 5.365
H 5.850 0.555 5.171
H 1.679 -6.488 -0.281
H 2.165 0.535 -2.071
H 6.102 0.782 2.473
H -1.971 -3.178 -0.418
H 0.846 -1.759 5.235
H -1.391 1.441 4.487
H 5.922 -0.535 1.300
H -2.179 1.388 0.433
H 3.573 -2.073 0.921
H 3.562 1.206 -1.189
H -1.376 1.661 2.716
H -0.822 0.723 -0.133
H 2.663 -1.293 3.043
H 3.329 2.900 3.633
H 3.002 -0.723 4.659
H 1.920 -4.359 0.918
H 4.770 1.885 3.551
H 4.052 1.047 1.358
H -0.915 -1.651 5.207
H 3.698 1.787 4.961
H 1.963 1.985 -1.057
H 0.039 -0.304 5.894
H 4.393 -0.941 -0.204
H 7.222 -0.597 2.497
H 5.229 -0.841 6.072
H -2.199 -5.315 -1.610
H 2.598 2.058 1.428
H -2.390 0.380 3.450
H 1.051 1.991 3.129
H 3.124 -2.049 -0.781
H -0.995 2.749 -1.681
H 1.419 1.286 4.721
*
```

## Properties
LUMO level = 4.528 eV
total energy = -7901.300207 hartree
frontier orbital gap = 4.7 eV

***

4.
C4H10NOS | ωB97M-V with the def2-TZVPD basis set

ORCA input file:
```
! RIJCOSX wB97M-V def2-TZVPD def2/J DEFGRID3
* xyz 1 1
S 0.035 -0.206 0.476
O 0.764 2.325 1.187
N 0.122 -2.601 1.818
C -0.346 0.656 -2.090
C 0.110 0.956 -0.773
C -0.746 -2.007 0.734
C 0.398 2.300 -0.196
H -1.414 1.133 -2.311
H -0.268 -0.367 -2.246
H 1.266 2.732 -0.883
H -0.042 -3.622 1.895
H -0.582 2.961 -0.513
H 1.096 -2.676 1.713
H -0.076 2.121 1.695
H 0.282 1.081 -3.010
H -0.658 -2.665 -0.192
H 0.059 -2.121 2.695
*
```

## Properties
ΔE to the lowest compared entry with this formula, charge and spin = 136.0 kcal/mol
LUMO level = -4.782 eV
total energy = -686.154302 hartree
frontier orbital gap = 7.6 eV

***

5.
C26H34ClO2Pd | ωB97M-V with the def2-TZVPD basis set

ORCA input file:
```
! RIJCOSX wB97M-V def2-TZVPD def2/J DEFGRID3
* xyz -1 3
Pd 0.068 -0.101 2.061
Cl -0.649 -2.046 4.784
O -1.057 0.322 -1.381
O -0.101 -0.786 -4.201
C 1.477 0.890 3.630
C 0.742 -2.018 2.085
C -0.082 1.773 -2.646
C 0.281 0.446 -1.942
C 3.223 -2.505 5.557
C -1.443 1.595 -1.929
C 0.813 -1.803 -4.689
C -2.004 -0.650 2.165
C -3.155 1.253 1.489
C 1.344 1.623 1.426
C -0.505 0.049 -5.314
C 0.295 2.241 2.179
C 1.035 -2.282 4.563
C -2.788 1.441 2.858
C 3.793 -2.314 4.298
C -0.038 -0.566 -6.630
C -2.681 1.388 -2.773
C 0.373 1.778 3.525
C -1.526 2.750 -0.946
C -2.135 0.273 3.308
C 0.953 -1.656 -6.223
C 1.590 -2.205 3.262
C 2.092 0.800 2.338
C 1.833 -2.503 5.688
C 2.999 -2.215 3.158
C -2.662 0.012 1.046
H -0.414 2.971 1.801
H 1.784 0.367 4.531
H 2.977 0.218 2.094
H -0.146 1.822 -3.736
H -1.872 3.655 -1.472
H -1.921 -1.723 2.266
H -0.880 -0.983 -7.181
H 0.463 2.642 -2.257
H -2.173 2.611 -0.080
H -1.870 0.020 4.328
H 3.852 -2.671 6.434
H -3.577 1.283 -2.145
H -0.152 -2.632 2.045
H 0.426 -0.443 -2.561
H 0.718 -2.588 -6.737
H 1.976 -1.348 -6.445
H 1.570 1.781 0.374
H 1.352 -2.645 6.649
H 1.282 -2.015 1.134
H 3.446 -2.115 2.158
H -2.555 0.487 -3.392
H -3.058 2.297 3.468
H 1.794 -1.669 -4.193
H -1.596 0.193 -5.278
H 4.881 -2.241 4.186
H -3.809 1.928 0.926
H -0.281 2.066 4.341
H 0.464 0.177 -7.250
H -0.035 1.045 -5.284
H -0.546 3.013 -0.524
H 1.061 0.513 -1.165
H -2.841 2.228 -3.448
H -2.820 -0.435 0.073
H 0.413 -2.794 -4.409
*
```

## Properties
ΔE to the lowest compared entry with this formula, charge and spin = 4.7 kcal/mol
LUMO level (spin up / spin down) = 2.327 / 2.326 eV
total energy = -1749.478221 hartree
frontier orbital gap (spin up / spin down) = 3.8 / 5.6 eV
⟨S²⟩ = 2.015

***

6.
C6H4O2 | ωB97M-V with the def2-TZVPD basis set

ORCA input file:
```
! RIJCOSX wB97M-V def2-TZVPD def2/J DEFGRID3
* xyz 0 1
O 1.187 0.965 -0.302
O -3.061 -0.799 -0.116
C 1.266 -0.444 -0.400
C -1.075 0.387 -0.058
C -2.560 0.252 -0.093
C 2.226 -1.145 0.323
C 0.246 -1.349 -0.480
C -0.141 1.300 -0.066
H 2.876 -0.672 1.189
H -2.876 1.237 -0.030
H 2.212 -2.196 0.089
H -0.300 2.463 -0.055
*
```

## Properties
ΔE to the lowest compared entry with this formula, charge and spin = 165.8 kcal/mol
LUMO level (spin up / spin down) = -0.870 / -0.869 eV
total energy = -381.214768 hartree
frontier orbital gap (spin up / spin down) = 8.2 / 8.2 eV